Computed, not measured: a molecular structure, C19H28F9N2O4P3Ti in a non-equilibrium geometry, with the ωB97M-V functional and the def2-TZVPD basis.

Element x y z (Å)
Ti  -0.613  -0.201  -0.523
C  -2.920  -0.670  -4.010
C  -2.064  0.153  -3.080
O  -1.489  -0.416  -2.105
C  -1.950  1.549  -3.287
C  -1.419  2.378  -2.313
C  -1.120  3.832  -2.536
N  -1.168  1.869  -1.081
N  -0.942  2.698  -0.120
C  -0.555  2.113  1.042
O  -0.170  0.894  1.015
C  -0.596  2.945  2.214
C  -0.543  2.401  3.510
C  -0.600  3.218  4.617
C  -0.706  4.598  4.472
C  -0.780  5.145  3.194
C  -0.735  4.340  2.082
H  -2.627  -1.714  -3.941
H  -3.961  -0.580  -3.692
H  -2.837  -0.321  -5.037
H  -2.275  1.967  -4.228
H  -1.256  4.108  -3.579
H  -1.751  4.456  -1.901
H  -0.084  4.009  -2.247
H  -0.493  1.330  3.623
H  -0.563  2.788  5.608
H  -0.742  5.237  5.342
H  -0.870  6.217  3.075
H  -0.792  4.756  1.088
C  2.787  3.558  2.451
P  2.523  2.064  1.371
C  4.246  2.005  0.680
C  2.731  0.782  2.708
C  2.968  -0.600  2.123
P  1.461  -1.326  1.284
C  0.609  -1.976  2.792
C  2.302  -2.890  0.756
H  3.759  3.552  2.940
H  1.999  3.596  3.198
H  2.715  4.447  1.830
H  4.999  1.921  1.463
H  4.402  2.918  0.112
H  4.329  1.170  -0.012
H  1.806  0.775  3.290
H  3.551  1.074  3.377
H  3.286  -1.294  2.911
H  3.759  -0.560  1.372
H  1.291  -2.562  3.407
H  -0.219  -2.595  2.454
H  0.207  -1.146  3.369
H  3.068  -3.179  1.474
H  2.755  -2.745  -0.224
H  1.560  -3.676  0.671
F  0.926  0.346  -2.919
C  1.084  0.493  -1.556
F  2.232  -0.230  -1.292
F  1.521  1.797  -1.447
O  -1.536  -1.240  0.700
O  -2.302  -0.240  0.313
F  0.231  -2.051  -1.171
P  -0.563  -3.412  -1.764
F  0.895  -4.033  -2.082
F  -1.284  -4.723  -2.344
F  -0.497  -4.036  -0.272
F  -1.991  -2.749  -1.396
F  -0.576  -2.708  -3.215

The frontier orbital gap (alpha / beta) comes out at 5.54 / 6.66 eV. Its net charge is -1. The value obtained for the relative energy (zero: lowest compared OMol25 entry of this formula, charge and spin) is 2.218 eV. As for the spin multiplicity: 4. The molar mass is 660.2 g/mol.

Results of the Löwdin charge analysis, in e, for atoms 1 through 4: number 1, Ti, carries 0.860; number 2, C, carries 0.001; number 3, C, carries -0.366; number 4, O, carries -0.156